one.
Entry from the OMol25 dataset: 9 unconnected molecules or ions with the total composition C36H99N9O9 (ωB97M-V/def2-TZVPD).

Atoms and positions in Å:
C -2.554 1.569 3.418
C -2.717 2.369 2.161
C -2.950 1.373 0.882
O -2.718 2.233 -0.248
C -3.386 1.801 -1.476
N -3.689 3.423 2.293
H -2.423 2.176 4.314
H -1.889 0.716 3.282
H -3.452 1.066 3.776
H -1.751 2.842 1.979
H -3.960 0.967 0.919
H -2.234 0.554 0.949
H -3.173 0.739 -1.605
H -3.018 2.182 -2.428
H -4.458 1.986 -1.409
H -3.887 3.627 1.324
H -3.294 4.223 2.767
C 1.707 -3.580 -3.936
C 0.800 -2.657 -4.726
C 1.511 -1.998 -5.932
O 2.722 -1.305 -5.574
C 3.393 -0.661 -6.636
N -0.271 -3.584 -5.127
H 1.363 -3.960 -2.975
H 2.575 -3.045 -3.552
H 2.114 -4.354 -4.588
H 0.590 -1.776 -4.120
H 0.792 -1.348 -6.430
H 1.766 -2.767 -6.661
H 4.384 -0.399 -6.266
H 2.914 0.315 -6.703
H 3.474 -1.045 -7.653
H -0.837 -3.244 -5.891
H 0.108 -4.455 -5.470
C -3.952 -7.345 -2.378
C -3.540 -6.290 -3.392
C -4.291 -5.015 -3.229
O -3.981 -3.963 -4.218
C -3.975 -2.664 -3.690
N -2.139 -6.017 -3.360
H -4.133 -6.686 -1.528
H -3.264 -8.133 -2.074
H -4.928 -7.627 -2.772
H -3.798 -6.738 -4.351
H -4.115 -4.684 -2.205
H -5.366 -5.152 -3.352
H -3.045 -2.623 -3.123
H -4.791 -2.515 -2.982
H -4.029 -1.959 -4.520
H -1.907 -5.262 -3.989
H -1.807 -5.541 -2.534
C 1.566 -0.675 0.631
C 0.737 -1.141 -0.604
C -0.139 -2.389 -0.460
O -1.111 -2.206 0.515
C -2.407 -2.518 0.110
N 0.020 0.032 -1.059
H 0.793 -0.335 1.320
H 2.269 0.092 0.307
H 2.162 -1.486 1.050
H 1.518 -1.306 -1.347
H 0.283 -3.356 -0.188
H -0.469 -2.566 -1.484
H -3.177 -2.174 0.800
H -2.555 -3.582 -0.076
H -2.662 -2.054 -0.842
H -0.849 -0.035 -0.549
H 0.503 0.894 -0.851
C -0.135 8.954 -1.817
C 0.775 7.823 -2.318
C 0.339 6.367 -1.991
O 0.529 5.944 -0.649
C 0.114 4.587 -0.389
N 0.962 7.960 -3.759
H -0.271 8.918 -0.736
H -1.120 9.074 -2.269
H 0.428 9.870 -1.993
H 1.712 8.074 -1.821
H 0.830 5.677 -2.677
H -0.723 6.249 -2.206
H -0.958 4.465 -0.546
H 0.168 4.507 0.697
H 0.569 3.862 -1.064
H 1.755 8.581 -3.837
H 0.175 8.199 -4.345
C 4.677 1.641 -0.826
C 6.018 2.301 -0.362
C 6.705 3.207 -1.475
O 7.400 2.472 -2.462
C 8.651 2.057 -1.962
N 5.731 3.089 0.818
H 4.334 0.900 -0.104
H 4.919 1.243 -1.811
H 3.828 2.323 -0.887
H 6.668 1.507 0.006
H 7.339 3.996 -1.069
H 5.948 3.851 -1.921
H 8.592 1.403 -1.092
H 9.240 2.944 -1.730
H 9.285 1.505 -2.656
H 5.095 3.804 0.495
H 6.614 3.560 0.958
C -5.128 -4.133 1.666
C -5.747 -4.731 2.901
C -7.246 -4.688 2.887
O -7.807 -3.439 2.851
C -9.185 -3.427 3.103
N -5.210 -6.117 3.029
H -5.502 -4.587 0.748
H -4.038 -4.141 1.705
H -5.503 -3.116 1.548
H -5.301 -4.206 3.746
H -7.590 -5.166 3.804
H -7.563 -5.339 2.072
H -9.358 -3.782 4.119
H -9.739 -4.129 2.480
H -9.564 -2.412 2.987
H -5.603 -6.575 3.839
H -5.550 -6.581 2.198
C 2.894 -4.326 3.217
C 3.026 -2.977 4.002
C 1.629 -2.497 4.357
O 1.831 -1.157 4.805
C 0.810 -0.551 5.528
N 4.002 -3.180 5.095
H 3.716 -4.527 2.530
H 2.015 -4.468 2.588
H 2.982 -5.132 3.944
H 3.579 -2.258 3.397
H 1.106 -3.125 5.078
H 1.038 -2.377 3.449
H 0.489 -1.075 6.428
H -0.040 -0.512 4.846
H 1.034 0.495 5.736
H 4.275 -2.364 5.624
H 4.821 -3.615 4.695
C 3.085 3.363 4.546
C 2.574 3.525 3.146
C 2.848 4.934 2.589
O 2.335 5.910 3.452
C 2.624 7.238 3.220
N 3.114 2.418 2.352
H 2.694 2.438 4.969
H 2.878 4.153 5.268
H 4.149 3.139 4.625
H 1.509 3.292 3.148
H 2.480 5.212 1.601
H 3.927 5.068 2.662
H 1.859 7.554 2.511
H 3.598 7.386 2.753
H 2.498 7.876 4.095
H 4.120 2.367 2.275
H 2.969 2.459 1.353

Summary:
SMILES: COC[C@H](C)N.COC[C@H](C)N.COC[C@H](C)N.COC[C@H](C)N.COC[C@H](C)N.COC[C@H](C)N.COC[C@H](C)N.COC[C@H](C)N.COC[C@H](C)N
Multiplicity: 1
Total charge: 0
Frontier orbital gap (Ha): 0.3405

two.
Entry from the OMol25 dataset: 9 unconnected molecules or ions with the total composition C36H99N9O9 (ωB97M-V/def2-TZVPD).

Atoms and positions in Å:
C 15.264 10.628 9.387
C 16.636 9.941 9.777
C 17.646 10.643 10.774
O 16.793 11.139 11.830
C 17.488 11.108 13.098
N 16.340 8.627 10.364
H 14.638 9.950 8.806
H 15.188 11.562 8.831
H 14.655 10.792 10.276
H 17.185 9.643 8.884
H 18.132 11.431 10.199
H 18.437 9.985 11.137
H 18.472 11.558 12.972
H 17.596 10.077 13.437
H 16.950 11.581 13.919
H 15.925 8.898 11.243
H 17.212 8.183 10.615
C 16.597 14.403 11.253
C 15.607 14.191 12.394
C 14.590 15.332 12.446
O 15.243 16.593 12.545
C 15.654 16.893 13.907
N 14.862 12.936 12.261
H 17.049 15.389 11.141
H 16.086 14.203 10.311
H 17.450 13.730 11.328
H 16.089 14.183 13.372
H 13.794 15.148 13.168
H 14.093 15.382 11.477
H 14.728 17.019 14.468
H 16.204 17.834 13.895
H 16.244 16.125 14.405
H 14.324 12.616 13.054
H 15.482 12.184 11.993
C 9.058 16.399 10.823
C 9.442 14.995 10.311
C 9.156 13.848 11.296
O 9.626 14.092 12.629
C 11.023 14.153 12.770
N 8.762 14.777 9.003
H 9.327 17.064 10.003
H 9.646 16.694 11.693
H 8.007 16.488 11.096
H 10.522 14.879 10.225
H 9.429 12.841 10.979
H 8.083 13.664 11.333
H 11.456 13.188 12.508
H 11.244 14.321 13.825
H 11.487 14.915 12.145
H 9.133 13.929 8.599
H 9.094 15.481 8.360
C 10.804 19.766 8.494
C 12.328 19.761 8.365
C 12.910 19.760 9.779
O 12.453 18.612 10.556
C 13.120 18.665 11.803
N 12.586 18.610 7.526
H 10.364 20.616 9.016
H 10.486 18.840 8.975
H 10.267 19.857 7.550
H 12.611 20.596 7.723
H 12.573 20.696 10.224
H 13.999 19.733 9.727
H 12.870 19.536 12.410
H 14.185 18.641 11.572
H 12.865 17.752 12.343
H 12.283 17.819 8.076
H 13.596 18.578 7.531
C 12.213 10.413 13.946
C 13.593 10.288 14.605
C 13.816 11.395 15.678
O 13.984 12.697 15.061
C 14.422 13.678 15.971
N 13.584 9.023 15.291
H 12.057 11.445 13.631
H 11.392 10.115 14.599
H 12.279 9.829 13.028
H 14.472 10.311 13.961
H 14.789 11.198 16.127
H 12.971 11.395 16.367
H 15.504 13.588 16.064
H 14.006 13.534 16.968
H 14.177 14.673 15.601
H 12.692 8.834 15.725
H 13.765 8.342 14.567
C 19.576 15.844 13.546
C 20.189 14.459 13.217
C 21.470 14.602 12.445
O 22.131 13.383 12.300
C 23.098 13.303 11.339
N 20.458 13.898 14.554
H 20.396 16.397 14.005
H 18.848 15.948 14.351
H 19.104 16.220 12.639
H 19.439 13.918 12.640
H 22.122 15.247 13.034
H 21.410 15.171 11.517
H 22.674 13.526 10.360
H 23.410 12.259 11.386
H 24.021 13.857 11.514
H 20.996 14.550 15.108
H 21.066 13.114 14.365
C 19.018 22.854 14.392
C 18.503 22.768 15.829
C 18.583 21.317 16.448
O 17.496 20.441 16.100
C 17.738 19.105 16.322
N 19.281 23.630 16.709
H 18.559 22.260 13.602
H 20.097 22.747 14.277
H 18.803 23.873 14.069
H 17.471 23.111 15.900
H 18.652 21.298 17.536
H 19.509 20.855 16.108
H 16.840 18.505 16.178
H 18.030 18.950 17.361
H 18.567 18.695 15.746
H 20.275 23.489 16.601
H 19.188 24.550 16.302
C 19.898 15.937 8.224
C 18.559 16.460 7.656
C 18.246 17.834 8.335
O 17.862 17.617 9.703
C 17.211 18.815 10.216
N 18.569 16.433 6.210
H 19.595 15.583 9.210
H 20.575 16.784 8.333
H 20.345 15.106 7.679
H 17.811 15.778 8.062
H 17.305 18.191 7.915
H 19.123 18.465 8.194
H 17.043 18.696 11.286
H 16.223 18.940 9.774
H 17.780 19.723 10.015
H 18.763 15.512 5.845
H 17.625 16.565 5.878
C 12.197 11.252 7.344
C 11.488 12.503 7.903
C 11.835 13.854 7.141
O 13.218 14.166 6.996
C 13.783 14.595 8.251
N 10.029 12.273 7.871
H 13.286 11.275 7.328
H 11.880 11.040 6.323
H 12.018 10.412 8.014
H 11.876 12.651 8.911
H 11.374 14.644 7.735
H 11.446 13.825 6.123
H 13.818 13.700 8.873
H 13.170 15.270 8.849
H 14.827 14.896 8.166
H 9.762 12.211 6.898
H 9.845 11.349 8.235

Summary:
SMILES: COC[C@H](C)N.COC[C@H](C)N.COC[C@H](C)N.COC[C@H](C)N.COC[C@H](C)N.COC[C@H](C)N.COC[C@H](C)N.COC[C@H](C)N.COC[C@H](C)N
Multiplicity: 1
Total charge: 0
Frontier orbital gap (Ha): 0.3246

Verdict on stability: one comes out at the bottom.

one.
Entry from the OMol25 dataset: a single C3H3ClFN molecule (ωB97M-V/def2-TZVPD).

Atoms and positions in Å:
C -0.303 0.225 -0.256
C 0.653 -0.638 0.501
C 1.969 -0.362 0.002
H -0.103 0.189 -1.288
H 0.603 -0.317 1.522
H 0.302 -1.719 0.473
N 3.039 -0.059 -0.323
F -0.271 1.489 0.220
Cl -1.974 -0.382 -0.112

Summary:
SMILES: N#CC[C@H](F)Cl
Multiplicity: 1
Total charge: 0
Frontier orbital gap (Ha): 0.4559

two.
Entry from the OMol25 dataset: a single C3H3ClFN molecule (ωB97M-V/def2-TZVPD).

Atoms and positions in Å:
C 1.293 0.716 0.811
C -0.866 -0.553 -1.165
C -0.684 -0.021 -0.002
N 0.314 1.114 0.168
F -1.808 -1.523 -1.313
Cl -1.353 -0.557 1.453
H 2.149 1.329 1.009
H 1.382 -0.320 1.206
H -0.429 -0.185 -2.167

Summary:
SMILES: C=N/C(Cl)=C/F
Multiplicity: 1
Total charge: 0
Frontier orbital gap (Ha): 0.3758

Verdict on stability: two comes out at the bottom.